# 1
8
Properties=species:S:1:pos:R:3 method="wB97M-V/def2-TZVPD" smiles="O=C([O-])OC(Cl)Cl" homo_lumo_gap_ev=9.40 relative_energy_kj_mol=56.3 homo_energy_ev=-5.85 total_energy_ha=-1223.008069 lumo_energy_ev=3.548 charge=-1
O -2.322 -1.139 0.343
C -1.735 -0.126 0.164
O -1.851 1.033 -0.046
O -0.044 -0.629 0.292
C 1.004 0.069 -0.031
Cl 2.130 0.476 1.359
Cl 1.911 -0.711 -1.404
H 0.907 1.026 -0.677

---

# 2
8
Properties=species:S:1:pos:R:3 method="wB97M-V/def2-TZVPD" homo_lumo_gap_ev="7.60 / 8.63" relative_energy_kj_mol=632.0 homo_energy_ev="-8.72 / -9.58" total_energy_ha=-1611.738493 lumo_energy_ev="-1.126 / -0.951"
C 1.063 0.580 0.138
C 0.034 1.224 0.674
N -1.078 -1.789 -1.264
F -1.783 -2.393 -0.222
Cl 0.433 -1.452 -0.703
Cl -1.546 0.462 0.694
Cl 2.613 1.005 -0.111
H 0.264 2.363 0.793